# 1
DFT (the ωB97M-V functional and the def2-TZVPD basis) results for a structure of composition C3H3CuO at a distorted geometry.

Output
Kohn-Sham gap (alpha / beta)   8.19 / 5.77 eV
2S+1   3
E_HOMO (alpha / beta)   -20.5 / -21.3 eV
Charge   +2

Geometry (Å):
1 Cu 0.750 -2.668 -0.571
2 O 0.612 2.033 -1.202
3 C -0.558 -0.351 0.764
4 C -0.273 2.140 -0.476
5 C 0.479 -0.739 -0.003
6 H -0.351 0.172 1.713
7 H 0.932 0.077 -0.794
8 H -1.591 -0.664 0.569

Here are the natural (NBO) charges for atoms 1 to 5, given in e: atom 1 (Cu): 1.3708, atom 2 (O): -0.4749, atom 3 (C): -0.0420, atom 4 (C): 0.5977, atom 5 (C): -0.4260



# 2
DFT (the ωB97M-V functional and the def2-TZVPD basis) results for a structure of composition C3H3ErO2 at a distorted geometry.

Output
Kohn-Sham gap (alpha / beta)   7.19 / 6.31 eV
2S+1   4
E_HOMO (alpha / beta)   -18.2 / -18.0 eV
ΔE to the lowest compared entry with this formula, charge and spin   82.2 kJ/mol
Charge   +2

Geometry (Å):
1 Er 0.337 0.015 1.711
2 O 2.536 -0.477 0.762
3 O 4.277 -0.986 -0.675
4 C -1.539 -0.168 0.160
5 C -2.123 0.846 -0.503
6 C 3.382 -0.707 -0.017
7 H -1.642 1.824 -0.620
8 H -3.118 0.763 -0.959
9 H -2.110 -1.109 0.142

Here are the natural (NBO) charges for atoms 1 to 5, given in e: atom 1 (Er): 2.3549, atom 2 (O): -0.7581, atom 3 (O): -0.2990, atom 4 (C): -0.8729, atom 5 (C): -0.2621



# 3
DFT (the ωB97M-V functional and the def2-TZVPD basis) results for a structure of composition C3H3ErO3 at a distorted geometry.

Output
Kohn-Sham gap (alpha / beta)   6.31 / 3.92 eV
2S+1   5
E_HOMO (alpha / beta)   -9.5 / -10.4 eV
ΔE to the lowest compared entry with this formula, charge and spin   313.3 kJ/mol
Charge   +1

Geometry (Å):
1 Er -1.105 -1.720 -2.797
2 O -0.116 0.421 -2.252
3 O 0.484 1.228 -0.213
4 O -0.466 -0.745 -0.435
5 C -0.059 -0.817 1.008
6 C 0.023 0.360 -1.022
7 C 0.131 0.598 1.294
8 H -0.773 1.182 1.511
9 H 0.972 0.836 1.951
10 H 0.909 -1.342 0.955

Here are the natural (NBO) charges for atoms 1 to 5, given in e: atom 1 (Er): 0.9814, atom 2 (O): -0.7223, atom 3 (O): -0.4343, atom 4 (O): -0.6006, atom 5 (C): 0.2474



# 4
DFT (the ωB97M-V functional and the def2-TZVPD basis) results for a cluster of 2 separate species, C3H3F in total at a distorted geometry.

Output
Kohn-Sham gap (alpha / beta)   8.09 / 8.04 eV
E_HOMO (alpha / beta)   -8.4 / -8.9 eV
ΔE to the lowest compared entry with this formula, charge and spin   531.1 kJ/mol

Geometry (Å):
1 F -3.087 0.461 0.009
2 C 0.598 -0.581 -0.135
3 C 1.538 0.265 0.032
4 C -2.587 -0.758 0.148
5 H 1.535 1.370 -0.332
6 H -0.291 -0.892 -0.515
7 H 2.293 0.134 0.792

Here are the natural (NBO) charges for atoms 1 to 5, given in e: atom 1 (F): -0.3597, atom 2 (C): -0.0831, atom 3 (C): -0.5236, atom 4 (C): 0.3695, atom 5 (H): 0.2060



# 5
DFT (the ωB97M-V functional and the def2-TZVPD basis) results for a cluster of 2 separate species, C3H3F in total at a distorted geometry.

Output
Kohn-Sham gap   9.25 eV
E_HOMO   -9.5 eV
ΔE to the lowest compared entry with this formula, charge and spin   366.5 kJ/mol

Geometry (Å):
1 F -2.016 -0.122 1.214
2 C -1.598 -0.483 -0.008
3 C 0.922 0.840 -0.233
4 C 1.478 0.695 0.796
5 H 0.814 1.096 -1.367
6 H 2.014 0.481 1.740
7 H -0.929 -1.390 0.212

Here are the natural (NBO) charges for atoms 1 to 5, given in e: atom 1 (F): -0.3435, atom 2 (C): 0.2893, atom 3 (C): -0.2780, atom 4 (C): -0.2365, atom 5 (H): 0.2756



# 6
DFT (the ωB97M-V functional and the def2-TZVPD basis) results for a structure of composition C3H3F2FeNO13S2 at a distorted geometry.

Output
Kohn-Sham gap (alpha / beta)   9.39 / 7.97 eV
2S+1   6
E_HOMO (alpha / beta)   -6.8 / -6.7 eV
ΔE to the lowest compared entry with this formula, charge and spin   0.0 kJ/mol
Charge   -1

Geometry (Å):
1 Fe 23.556 -5.045 5.136
2 S 24.667 -7.781 6.525
3 S 22.653 -7.069 7.583
4 F 25.557 -7.464 5.232
5 F 22.758 -5.712 8.462
6 O 21.953 -2.451 7.542
7 O 25.724 -7.759 7.504
8 O 22.088 -8.205 3.312
9 O 26.191 -3.015 3.201
10 O 21.295 -6.982 7.109
11 O 22.981 -8.013 8.634
12 O 24.050 -3.664 3.647
13 O 24.119 -9.033 6.086
14 O 23.776 -3.567 6.703
15 O 25.546 -4.773 4.547
16 O 23.954 -7.608 2.201
17 O 23.042 -6.243 3.682
18 O 21.932 -4.001 5.865
19 N 23.726 -6.518 6.363
20 C 25.309 -3.835 3.730
21 C 22.537 -3.320 6.742
22 C 23.056 -7.324 2.993
23 H 27.052 -3.312 3.536
24 H 22.240 -8.921 2.677
25 H 22.626 -2.117 8.150

Here are the natural (NBO) charges for atoms 1 to 5, given in e: atom 1 (Fe): 1.9541, atom 2 (S): 2.4410, atom 3 (S): 2.3802, atom 4 (F): -0.5087, atom 5 (F): -0.5177



# 7
DFT (the ωB97M-V functional and the def2-TZVPD basis) results for a cluster of 2 separate species, C3H3F2I in total at a distorted geometry.

Output
Kohn-Sham gap (alpha / beta)   8.61 / 8.43 eV
E_HOMO (alpha / beta)   -9.2 / -9.1 eV
ΔE to the lowest compared entry with this formula, charge and spin   410.4 kJ/mol

Geometry (Å):
1 I -2.544 -0.296 -0.332
2 F -1.047 1.892 0.976
3 F 1.813 -2.148 0.341
4 C 0.925 -1.160 0.387
5 C -1.080 1.223 -0.215
6 C 1.013 -0.091 -0.306
7 H 1.722 0.256 -0.990
8 H 0.121 -1.515 1.155
9 H -0.924 1.838 -1.017

Here are the natural (NBO) charges for atoms 1 to 5, given in e: atom 1 (I): 0.1726, atom 2 (F): -0.3457, atom 3 (F): -0.3396, atom 4 (C): 0.1383, atom 5 (C): 0.1083



# 8
DFT (the ωB97M-V functional and the def2-TZVPD basis) results for a cluster of 2 separate species, C3H3F2NO in total at a distorted geometry.

Output
Kohn-Sham gap   9.85 eV
E_HOMO   -10.3 eV
ΔE to the lowest compared entry with this formula, charge and spin   393.0 kJ/mol

Geometry (Å):
1 F -0.300 -1.659 -0.500
2 F 0.603 -1.877 2.390
3 O 0.572 1.735 0.153
4 N -0.980 0.803 -1.458
5 C 0.137 -0.697 0.314
6 C 0.025 0.731 -0.300
7 C 0.305 -0.717 1.717
8 H -0.807 -0.146 -2.240
9 H -0.110 1.516 -2.393
10 H 0.555 0.312 2.318

Here are the natural (NBO) charges for atoms 1 to 5, given in e: atom 1 (F): -0.2984, atom 2 (F): -0.3189, atom 3 (O): -0.5403, atom 4 (N): -0.8279, atom 5 (C): 0.1906



# 9
DFT (the ωB97M-V functional and the def2-TZVPD basis) results for an isolated molecule of C3H3F3N2O at a distorted geometry.

Output
Kohn-Sham gap (alpha / beta)   8.25 / 6.77 eV
E_HOMO (alpha / beta)   -8.9 / -8.0 eV
ΔE to the lowest compared entry with this formula, charge and spin   307.2 kJ/mol

Geometry (Å):
1 F -0.981 -2.117 -1.825
2 F -0.780 -1.978 0.349
3 F -1.851 -0.405 -0.730
4 O 0.426 0.794 -0.912
5 N 0.470 -0.538 -0.912
6 N 1.001 1.145 1.234
7 C -0.771 -1.220 -0.805
8 C 1.588 0.153 1.517
9 C -0.069 1.418 0.234
10 H -1.096 0.991 0.491
11 H -0.030 2.459 0.015
12 H 2.093 -0.702 1.345

Here are the natural (NBO) charges for atoms 1 to 5, given in e: atom 1 (F): -0.3263, atom 2 (F): -0.3557, atom 3 (F): -0.3429, atom 4 (O): -0.3015, atom 5 (N): -0.3931



# 10
DFT (the ωB97M-V functional and the def2-TZVPD basis) results for a cluster of 2 separate species, C3H3FIO2 in total at a distorted geometry.

Output
Kohn-Sham gap   6.06 eV
E_HOMO   -2.7 eV
ΔE to the lowest compared entry with this formula, charge and spin   148.7 kJ/mol
Charge   -1

Geometry (Å):
1 I -0.001 -1.168 -1.524
2 F -0.384 -0.496 1.427
3 O -3.612 -0.187 -1.253
4 O -2.266 1.634 -1.554
5 C 1.866 0.003 0.802
6 C -2.832 0.641 -1.413
7 C 0.762 -1.045 0.735
8 H 1.526 0.971 1.118
9 H 2.661 0.051 -0.067
10 H 2.280 -0.403 1.729

Here are the natural (NBO) charges for atoms 1 to 5, given in e: atom 1 (I): -0.4278, atom 2 (F): -0.4648, atom 3 (O): -0.5343, atom 4 (O): -0.5311, atom 5 (C): -0.7653



# 11
DFT (the ωB97M-V functional and the def2-TZVPD basis) results for a structure of composition C3H3FIrO3 at a distorted geometry.

Output
Kohn-Sham gap (alpha / beta)   8.93 / 6.80 eV
2S+1   5
E_HOMO (alpha / beta)   -14.6 / -15.4 eV
ΔE to the lowest compared entry with this formula, charge and spin   44.3 kJ/mol
Charge   +1

Geometry (Å):
1 Ir 1.615 0.639 -0.026
2 F 1.153 -1.147 -0.452
3 O -0.611 2.854 1.379
4 O 1.000 1.280 1.649
5 O 0.825 2.337 -0.275
6 C -1.187 -1.302 -0.812
7 C -0.099 -1.858 -0.302
8 C 0.450 2.335 0.988
9 H -2.075 -1.928 -0.891
10 H -1.132 -0.342 -1.326
11 H 0.061 -2.868 0.069

Here are the natural (NBO) charges for atoms 1 to 5, given in e: atom 1 (Ir): 1.5627, atom 2 (F): -0.3701, atom 3 (O): -0.4465, atom 4 (O): -0.5531, atom 5 (O): -0.5913



# 12
DFT (the ωB97M-V functional and the def2-TZVPD basis) results for a structure of composition C3H3FMgO at a distorted geometry.

Output
Kohn-Sham gap (alpha / beta)   6.11 / 6.91 eV
2S+1   2
E_HOMO (alpha / beta)   -12.5 / -13.6 eV
Charge   +1

Geometry (Å):
1 Mg 2.530 0.807 -0.245
2 F 1.368 -0.867 0.329
3 O -0.370 2.165 0.109
4 C 0.040 -0.203 0.406
5 C 0.447 1.276 0.121
6 C -0.920 -0.863 -0.443
7 H -0.480 -0.433 1.402
8 H -0.634 -1.078 -1.474
9 H -1.981 -0.804 -0.205

Here are the natural (NBO) charges for atoms 1 to 5, given in e: atom 1 (Mg): 1.3689, atom 2 (F): -0.4572, atom 3 (O): -0.4259, atom 4 (C): -0.0530, atom 5 (C): 0.1281